{"formula": "C23H23AsInN3O6S", "method": "wB97M-V/def2-TZVPD", "homo_ev": 0.59, "relative_energy_kcal_mol": 0.00, "charge": -2, "gap_ev": 3.3835, "symbols": ["In", "O", "As", "O", "O", "C", "C", "C", "C", "C", "C", "S", "O", "O", "O", "H", "H", "H", "H", "H", "C", "N", "C", "C", "N", "C", "H", "H", "H", "H", "H", "H", "C", "C", "C", "C", "N", "C", "C", "H", "H", "H", "H", "H", "H", "H", "C", "C", "C", "C", "C", "C", "C", "H", "H", "H", "H", "H"], "positions_angstrom": [[0.83, -0.79, -1.93], [5.59, -1.06, -0.38], [4.18, -2.19, -0.44], [4.74, -3.71, -0.68], [3.16, -1.40, -1.48], [3.82, -2.00, 1.50], [4.99, -2.16, 2.25], [4.99, -2.02, 3.63], [3.82, -1.71, 4.29], [2.64, -1.57, 3.57], [2.65, -1.72, 2.18], [1.05, -1.56, 1.39], [0.07, -1.58, 2.45], [1.03, -2.78, 0.51], [1.09, -0.35, 0.60], [5.58, -0.64, -1.24], [5.91, -2.39, 1.73], [5.92, -2.14, 4.18], [3.80, -1.59, 5.37], [1.70, -1.36, 4.06], [-5.09, 2.00, 0.37], [-4.18, 1.26, -0.47], [-4.28, -0.07, -0.82], [-3.19, -0.34, -1.60], [-2.42, 0.79, -1.73], [-3.03, 1.72, -1.05], [-5.87, 1.33, 0.71], [-5.55, 2.82, -0.18], [-4.57, 2.40, 1.25], [-5.07, -0.71, -0.46], [-2.89, -1.29, -2.01], [-2.70, 2.73, -0.90], [0.35, 6.64, -1.04], [0.63, 5.16, -1.04], [0.03, 4.31, -0.12], [0.34, 2.95, -0.15], [1.17, 2.42, -1.04], [1.73, 3.22, -1.93], [1.50, 4.59, -1.97], [-0.41, 6.89, -0.30], [-0.01, 6.97, -2.02], [1.25, 7.20, -0.81], [-0.66, 4.69, 0.62], [-0.10, 2.25, 0.55], [2.38, 2.74, -2.65], [1.99, 5.21, -2.71], [0.28, -2.77, -0.99], [-1.02, -3.19, -0.81], [-1.77, -3.46, 0.39], [-3.10, -3.83, 0.36], [-3.82, -3.98, -0.83], [-3.11, -3.76, -2.02], [-1.79, -3.40, -2.03], [-1.28, -3.34, 1.35], [-3.60, -3.99, 1.31], [-4.86, -4.28, -0.83], [-3.61, -3.90, -2.98], [-1.27, -3.27, -2.97]], "mulliken_charge": [0.256, -0.674, 0.904, -0.824, -0.520, -0.463, -0.299, -0.648, -0.494, -0.473, 0.398, 1.439, -0.773, -0.284, -0.351, 0.274, 0.414, 0.337, 0.356, 0.461, -0.882, 0.189, -0.167, -0.619, -0.403, -0.383, 0.269, 0.309, 0.318, 0.448, 0.425, 0.458, -1.415, 1.207, -0.673, -0.466, -0.092, -0.501, -0.520, 0.338, 0.318, 0.296, 0.266, 0.461, 0.384, 0.350, -1.476, 1.846, -0.684, -0.430, -0.722, -0.013, -0.975, 0.272, 0.322, 0.341, 0.242, 0.325]}

{"formula": "C49H69BrN20O5S", "method": "wB97M-V/def2-TZVPD", "homo_ev": -8.97, "charge": 0, "gap_ev": 7.7496, "symbols": ["C", "C", "O", "C", "N", "C", "C", "O", "C", "C", "C", "C", "O", "O", "C", "C", "N", "S", "N", "C", "C", "C", "C", "O", "Br", "H", "H", "H", "H", "H", "H", "H", "H", "H", "H", "H", "H", "H", "H", "H", "H", "H", "H", "C", "C", "N", "H", "H", "H", "C", "C", "N", "H", "H", "H", "C", "C", "N", "H", "H", "H", "C", "C", "N", "H", "H", "H", "C", "C", "N", "H", "H", "H", "C", "C", "N", "H", "H", "H", "C", "C", "N", "H", "H", "H", "C", "C", "N", "H", "H", "H", "C", "C", "N", "H", "H", "H", "C", "C", "N", "H", "H", "H", "C", "C", "N", "H", "H", "H", "C", "C", "N", "H", "H", "H", "C", "C", "N", "H", "H", "H", "C", "C", "N", "H", "H", "H", "C", "C", "N", "H", "H", "H", "C", "C", "N", "H", "H", "H", "C", "C", "N", "H", "H", "H"], "positions_angstrom": [[6.57, -1.80, -0.75], [6.65, -1.44, -2.28], [8.02, -1.55, -2.72], [6.21, 0.08, -2.59], [5.29, 0.04, -3.76], [4.35, 1.19, -3.77], [3.28, 0.93, -2.64], [1.91, 0.99, -3.09], [1.25, -0.11, -2.48], [1.05, -0.15, -0.97], [1.49, 0.97, 0.02], [2.92, 0.73, 0.66], [3.30, -0.33, 1.08], [3.80, 1.85, 0.77], [0.40, -1.34, -0.41], [-0.05, -2.44, -1.32], [-0.68, -3.62, -0.99], [-1.01, -4.48, -2.37], [-0.36, -3.47, -3.55], [0.12, -2.39, -2.83], [0.79, -1.16, -3.40], [1.03, -0.95, -4.95], [0.02, 0.20, -5.42], [-1.11, 0.12, -5.05], [0.60, 1.70, -6.60], [7.06, -1.04, -0.09], [7.15, -2.77, -0.61], [5.53, -2.03, -0.39], [5.95, -2.15, -2.82], [8.03, -2.30, -3.35], [7.14, 0.71, -2.77], [5.75, 0.46, -1.64], [5.89, 0.20, -4.58], [3.81, 1.24, -4.75], [4.91, 2.17, -3.65], [3.42, 1.64, -1.76], [3.47, -0.10, -2.23], [0.75, 1.03, 0.86], [1.53, 1.99, -0.45], [4.37, 1.82, -0.03], [0.26, -1.44, 0.69], [0.71, -1.88, -5.50], [2.09, -0.69, -5.19], [-4.22, 0.02, -3.96], [-5.45, -0.33, -3.21], [-6.41, -0.61, -2.63], [-4.39, 0.91, -4.56], [-3.40, 0.21, -3.26], [-3.94, -0.80, -4.61], [-1.00, -6.01, 2.58], [-1.64, -6.25, 1.27], [-2.12, -6.44, 0.24], [-0.16, -6.69, 2.73], [-0.63, -4.98, 2.63], [-1.72, -6.16, 3.38], [-3.58, -2.34, 2.85], [-2.53, -2.75, 3.82], [-1.73, -3.07, 4.58], [-4.54, -2.25, 3.35], [-3.32, -1.39, 2.40], [-3.66, -3.09, 2.05], [-1.71, 0.76, 5.98], [-2.37, 0.47, 4.68], [-2.88, 0.25, 3.67], [-0.88, 0.08, 6.14], [-1.34, 1.79, 5.98], [-2.43, 0.64, 6.79], [5.59, 3.43, 2.79], [5.64, 4.00, 4.16], [5.69, 4.43, 5.23], [5.35, 4.22, 2.08], [6.56, 3.00, 2.53], [4.83, 2.66, 2.74], [2.00, -8.61, 0.38], [2.14, -7.98, 1.72], [2.24, -7.50, 2.76], [1.75, -7.85, -0.36], [2.94, -9.08, 0.09], [1.22, -9.36, 0.40], [-2.05, 3.83, 1.93], [-1.00, 3.42, 2.91], [-0.18, 3.11, 3.67], [-3.01, 3.92, 2.44], [-1.79, 4.79, 1.48], [-2.13, 3.08, 1.15], [10.16, -3.69, -0.61], [9.57, -3.93, -1.95], [9.10, -4.12, -2.99], [11.04, -4.33, -0.48], [10.46, -2.65, -0.52], [9.43, -3.92, 0.16], [0.97, -2.83, -9.28], [1.66, -2.36, -8.05], [2.20, -1.99, -7.10], [0.07, -3.38, -9.02], [0.70, -1.98, -9.91], [1.63, -3.49, -9.84], [-5.47, 2.18, 5.84], [-4.70, 2.73, 6.95], [-4.09, 3.17, 7.83], [-6.38, 1.69, 6.22], [-5.76, 2.98, 5.16], [-4.88, 1.44, 5.30], [-2.65, -0.45, -10.44], [-2.39, -1.51, -11.44], [-2.19, -2.34, -12.22], [-2.25, 0.50, -10.80], [-3.72, -0.34, -10.27], [-2.16, -0.70, -9.50], [1.71, 3.07, 7.02], [1.09, 1.83, 7.54], [0.60, 0.87, 7.95], [2.32, 3.53, 7.80], [2.35, 2.83, 6.16], [0.94, 3.77, 6.71], [-3.76, 3.34, -1.83], [-4.08, 3.03, -0.41], [-4.33, 2.79, 0.68], [-2.79, 2.93, -2.09], [-4.52, 2.91, -2.48], [-3.74, 4.42, -1.98], [-6.58, -2.18, -6.44], [-6.20, -0.78, -6.76], [-5.91, 0.30, -7.00], [-6.32, -2.41, -5.41], [-7.65, -2.32, -6.58], [-6.05, -2.87, -7.10], [-6.51, 6.15, 8.55], [-7.16, 5.43, 7.43], [-7.66, 4.87, 6.55], [-5.80, 6.88, 8.16], [-7.27, 6.67, 9.15], [-5.98, 5.44, 9.19], [-2.05, 0.04, 10.10], [-2.09, -0.58, 11.45], [-2.12, -1.06, 12.49], [-2.70, 0.91, 10.07], [-1.03, 0.36, 9.86], [-2.37, -0.68, 9.35], [-2.85, 7.43, -0.23], [-3.52, 7.13, -1.52], [-4.04, 6.90, -2.52], [-2.02, 6.74, -0.08], [-2.48, 8.45, -0.23], [-3.56, 7.32, 0.59]], "mulliken_charge": [-1.154, 0.266, -0.560, -0.140, -0.356, -0.901, -0.334, -0.486, 0.392, 0.974, -1.108, 0.505, -0.512, -0.510, -1.221, 0.184, -0.413, 0.145, -0.669, 0.955, 0.407, -0.884, 0.361, -0.473, -0.202, 0.286, 0.228, 0.331, 0.176, 0.364, 0.433, -0.171, 0.259, 0.361, 0.325, 0.049, 0.481, 0.523, 0.266, 0.335, 0.565, 0.385, 0.401, -0.584, 0.127, -0.460, 0.288, 0.307, 0.325, -0.557, 0.416, -0.470, 0.154, 0.155, 0.276, -0.838, 0.469, -0.504, 0.303, 0.329, 0.309, -0.478, 0.197, -0.531, 0.444, 0.144, 0.160, -0.471, 0.181, -0.381, 0.263, 0.301, 0.103, -0.736, 0.398, -0.433, 0.226, 0.322, 0.264, -0.407, 0.291, -0.456, 0.361, 0.121, 0.051, -0.811, 0.541, -0.552, 0.345, 0.259, 0.282, -0.869, 0.473, -0.431, 0.284, 0.220, 0.322, -0.590, 0.401, -0.474, 0.297, 0.276, 0.047, -0.607, 0.297, -0.382, 0.265, 0.293, 0.140, -0.740, 0.459, -0.490, 0.330, 0.221, 0.251, -0.266, 0.510, -0.477, 0.117, 0.219, -0.054, -0.710, 0.349, -0.439, 0.254, 0.296, 0.274, -0.757, 0.346, -0.406, 0.251, 0.306, 0.267, -0.364, 0.092, -0.362, 0.241, 0.156, 0.237, -0.685, 0.360, -0.417, 0.153, 0.338, 0.274]}

{"formula": "C11H21AuN3O5S", "method": "wB97M-V/def2-TZVPD", "homo_ev": [-12.03, -12.63], "relative_energy_kcal_mol": 0.00, "charge": 1, "s2": 2.0132, "gap_ev": [9.3506, 6.6796], "spin_multiplicity": 3, "symbols": ["Au", "O", "C", "C", "N", "C", "C", "O", "O", "C", "C", "O", "O", "H", "H", "H", "H", "H", "H", "H", "H", "H", "C", "N", "C", "C", "S", "N", "C", "C", "H", "H", "H", "H", "H", "H", "H", "H", "H", "H", "H", "H"], "positions_angstrom": [[0.50, -0.23, 0.82], [2.12, -2.00, 0.17], [3.45, -1.58, 0.52], [3.73, -0.11, 0.20], [3.14, 0.86, 1.13], [3.41, 0.76, 2.47], [2.17, -0.04, 3.42], [2.49, -0.01, 4.56], [1.21, -0.55, 2.78], [2.65, 2.14, 0.62], [1.32, 2.65, 1.27], [1.31, 3.77, 1.70], [0.28, 1.85, 1.24], [2.05, -2.15, -0.78], [3.57, -1.78, 1.58], [4.18, -2.19, -0.02], [4.81, 0.05, 0.18], [3.35, 0.11, -0.80], [4.27, 0.14, 2.70], [3.45, 1.73, 2.96], [3.38, 2.92, 0.81], [2.48, 2.06, -0.45], [-3.97, -0.77, -2.87], [-2.71, -1.16, -2.22], [-2.01, -2.25, -2.90], [-2.13, -0.39, -1.29], [-0.39, -0.27, -1.34], [-2.88, 0.30, -0.43], [-2.38, 1.48, 0.28], [-4.17, -0.19, 0.06], [-3.82, -0.82, -3.95], [-4.24, 0.25, -2.61], [-4.79, -1.44, -2.61], [-2.76, -2.96, -3.24], [-1.33, -2.75, -2.22], [-1.45, -1.89, -3.77], [-1.66, 2.03, -0.32], [-1.91, 1.20, 1.23], [-3.22, 2.13, 0.50], [-4.35, -1.21, -0.25], [-5.00, 0.44, -0.28], [-4.15, -0.16, 1.15]], "mulliken_charge": [0.986, -0.502, -0.604, -0.437, 0.118, -1.042, 0.694, -0.475, -0.652, -0.606, 0.673, -0.603, -0.536, 0.347, 0.306, 0.445, 0.424, 0.276, 0.581, 0.528, 0.329, 0.335, -1.168, 0.053, -1.088, 0.614, -0.361, 0.154, -1.299, -1.199, 0.424, 0.391, 0.350, 0.381, 0.396, 0.358, 0.361, 0.475, 0.391, 0.414, 0.356, 0.411]}